Molecular formula: C20H19N5O
Method: DFT, ωB97M-V with the def2-TZVPD basis set

XYZ file:
```
45
Properties=species:S:1:pos:R:3
C -5.132 -0.357 -3.733
O -3.940 -1.087 -4.033
C -2.814 -0.883 -3.295
C -1.697 -1.728 -3.517
C -0.576 -1.662 -2.697
C -0.503 -0.749 -1.626
C 0.754 -0.685 -0.767
C 1.296 0.692 -0.444
C 2.442 0.660 0.352
C 3.078 1.838 0.751
C 2.551 3.101 0.409
C 3.169 4.384 0.885
C 1.388 3.133 -0.371
C 0.810 1.955 -0.892
N 0.629 -1.588 0.589
C 0.164 -2.882 0.748
N -0.023 -3.226 2.028
C 0.314 -2.113 2.737
C 0.343 -1.960 4.136
N -0.027 -2.950 4.952
N 0.840 -0.800 4.619
C 1.267 0.097 3.706
N 1.385 -0.021 2.356
C 0.814 -1.106 1.868
C -1.571 0.157 -1.462
C -2.708 0.093 -2.277
H -5.915 -0.800 -4.344
H -5.418 -0.435 -2.686
H -5.002 0.679 -4.027
H -1.763 -2.482 -4.303
H 0.295 -2.287 -2.941
H 1.584 -1.375 -1.143
H 2.874 -0.334 0.591
H 3.993 1.710 1.328
H 2.364 5.117 0.948
H 3.543 4.208 1.889
H 3.962 4.827 0.264
H 0.964 4.112 -0.636
H 0.020 2.074 -1.664
H 0.015 -3.527 -0.098
H -0.359 -3.818 4.514
H 0.063 -2.804 5.973
H 1.556 1.050 4.123
H -1.495 0.979 -0.722
H -3.534 0.792 -2.088
```

Calculated values
Total charge: 0
Frontier orbital gap, eV: 8.5665
LUMO, eV: 0.7
SMILES: COc1ccc([C@@H](c2ccc(C)cc2)n2cnc3c(N)ncnc32)cc1
Energy above the lowest of the compared OMol25 structures with the same formula, charge and spin, kcal per mole: 46.4

=====

Molecular formula: C20H20AsCl2N2O5S5Sc
Method: DFT, ωB97M-V with the def2-TZVPD basis set

XYZ file:
```
56
Properties=species:S:1:pos:R:3
Sc 2.305 0.282 1.323
Cl -3.032 1.464 6.206
C -1.897 0.868 5.011
C -1.479 -0.468 5.071
C -0.593 -0.966 4.152
C -0.063 -0.142 3.123
O 0.790 -0.621 2.282
C -0.511 1.204 3.083
C -0.066 2.114 2.051
O 0.772 1.865 1.180
C -1.426 1.693 4.029
H -1.869 -1.105 5.854
H -0.271 -1.996 4.180
H -0.520 3.120 2.073
H -1.760 2.721 3.964
S 2.030 -3.154 -0.314
As 3.583 -1.717 -0.550
S 2.586 0.239 -1.126
S 4.315 -1.164 1.469
S 5.139 -2.139 -1.921
C -3.168 -2.179 -2.342
C -1.781 -2.608 -1.884
C -1.246 -1.763 -0.738
N -0.755 -0.472 -1.206
C -1.320 0.693 -0.961
S -2.679 0.969 0.013
N -0.719 1.807 -1.548
C 0.026 1.948 -2.703
O 0.679 2.953 -2.880
C -0.082 0.902 -3.770
C 1.072 0.326 -4.284
C 0.973 -0.612 -5.300
C -0.268 -0.942 -5.826
C -1.417 -0.338 -5.333
C -1.325 0.576 -4.298
H -3.499 -2.747 -3.212
H -3.183 -1.123 -2.605
H -3.899 -2.317 -1.546
H -1.073 -2.563 -2.717
H -1.796 -3.649 -1.553
H -0.389 -2.249 -0.263
H -2.018 -1.567 0.009
H 0.197 -0.476 -1.587
H -0.787 2.657 -0.997
H 2.029 0.576 -3.852
H 1.867 -1.098 -5.663
H -0.341 -1.681 -6.612
H -2.386 -0.598 -5.738
H -2.216 1.033 -3.888
Cl 3.145 2.295 6.607
C 3.114 1.394 5.056
C 2.999 2.265 3.803
O 2.956 3.474 3.813
O 2.961 1.497 2.770
H 2.266 0.709 5.095
H 4.032 0.808 4.999
```

Calculated values
Total charge: -2
Frontier orbital gap, eV: 5.8397
LUMO, eV: 3.9
Energy above the lowest of the compared OMol25 structures with the same formula, charge and spin, kcal per mole: 6.0

=====

Molecular formula: C20H20BrN2O2RuS2
Method: DFT, ωB97M-V with the def2-TZVPD basis set

XYZ file:
```
48
Properties=species:S:1:pos:R:3
Ru -0.174 0.116 -1.212
O -2.681 -0.489 -0.808
C -2.952 -1.791 -0.441
C -4.161 -2.068 0.188
C -4.481 -3.358 0.570
C -3.589 -4.390 0.314
C -2.391 -4.101 -0.316
C -2.041 -2.810 -0.701
C -0.677 -2.612 -1.346
O -0.644 -1.504 -2.205
N 0.331 -2.500 -0.296
N 0.167 -1.170 0.211
C 0.367 -1.006 1.548
C -0.017 0.084 2.263
Br -0.859 1.513 1.253
C 0.130 0.367 3.634
C 0.337 -0.587 4.686
C 0.861 -0.131 5.912
C 1.087 -0.994 6.964
C 0.783 -2.347 6.840
C 0.233 -2.812 5.653
C 0.009 -1.952 4.592
H -3.307 0.088 -0.354
H -4.856 -1.256 0.375
H -5.426 -3.552 1.059
H -3.825 -5.406 0.600
H -1.684 -4.898 -0.515
H -0.428 -3.510 -1.923
H 1.244 -2.549 -0.747
H 0.893 -1.805 2.056
H 0.111 1.411 3.920
H 1.102 0.921 6.014
H 1.502 -0.615 7.889
H 0.959 -3.025 7.664
H -0.037 -3.856 5.556
H -0.474 -2.331 3.702
C 0.310 3.482 -4.471
C 0.413 2.549 -3.294
S -0.828 1.424 -3.095
C 1.508 2.632 -2.434
C 2.560 3.680 -2.670
S 1.733 1.623 -1.080
H -0.587 3.273 -5.048
H 1.177 3.379 -5.128
H 0.274 4.523 -4.140
H 3.024 3.543 -3.649
H 3.334 3.630 -1.909
H 2.120 4.680 -2.656
```

Calculated values
Total charge: 0
Multiplicity: 6
Frontier orbital gap (spin up / spin down), eV: 6.7885 / 6.4026
LUMO (spin up / spin down), eV: 0.5 / -1.9
Energy above the lowest of the compared OMol25 structures with the same formula, charge and spin, kcal per mole: 11.2

=====

Molecular formula: C20H20Cl2F6N6O
Method: DFT, ωB97M-V with the def2-TZVPD basis set

XYZ file:
```
55
Properties=species:S:1:pos:R:3
O 2.789 1.635 1.790
C 1.917 2.366 1.376
C 0.497 2.401 1.940
N -0.463 2.394 0.849
C -0.531 1.084 0.226
C -1.391 1.157 -1.038
N -2.725 1.594 -0.683
C -3.750 0.753 -0.393
N -4.591 1.170 0.562
C -5.636 0.460 0.920
C -5.936 -0.767 0.350
C -7.091 -1.599 0.808
F -8.005 -0.891 1.486
F -7.739 -2.189 -0.211
F -6.706 -2.599 1.628
C -5.118 -1.215 -0.689
C -4.039 -0.456 -1.080
Cl -3.172 -1.008 -2.477
C -2.675 2.880 -0.012
C -1.799 2.815 1.239
N 2.091 3.265 0.382
C 3.335 3.418 -0.327
C 3.305 2.756 -1.716
N 2.976 1.355 -1.637
C 3.796 0.473 -1.029
N 5.031 0.869 -0.729
C 5.865 0.027 -0.154
C 5.522 -1.278 0.166
C 6.497 -2.217 0.802
F 5.931 -3.000 1.735
F 7.522 -1.591 1.393
F 7.046 -3.062 -0.099
C 4.237 -1.728 -0.151
C 3.374 -0.850 -0.755
Cl 1.774 -1.352 -1.184
H 0.384 3.329 2.507
H 0.370 1.555 2.632
H 0.480 0.761 -0.026
H -0.965 0.334 0.911
H -1.407 0.185 -1.521
H -0.970 1.895 -1.728
H -6.252 0.890 1.697
H -5.346 -2.137 -1.202
H -3.687 3.179 0.253
H -2.245 3.597 -0.718
H -1.738 3.805 1.696
H -2.257 2.121 1.962
H 1.270 3.749 0.050
H 4.105 2.928 0.273
H 3.572 4.480 -0.434
H 2.568 3.240 -2.360
H 4.298 2.851 -2.160
H 2.008 1.083 -1.719
H 6.847 0.419 0.068
H 3.935 -2.738 0.082
```

Calculated values
Total charge: 0
Frontier orbital gap, eV: 8.9975
LUMO, eV: 0.4
SMILES: O=C(CN1CCN(c2ncc(C(F)(F)F)cc2Cl)CC1)NCCNc1ncc(C(F)(F)F)cc1Cl

=====

Molecular formula: C20H20Cl2OPtSSe3Te
Method: DFT, ωB97M-V with the def2-TZVPD basis set

XYZ file:
```
49
Properties=species:S:1:pos:R:3
Pt -0.234 1.440 -1.039
Se -3.179 1.612 -1.583
Se -2.963 3.852 -0.982
Te -0.835 3.620 0.430
Se 0.402 5.681 -0.056
Cl 2.798 1.122 -0.815
C 4.476 0.731 -0.428
Cl 5.628 1.117 -1.742
H 4.547 -0.334 -0.243
H 4.778 1.308 0.438
C -0.430 0.037 0.269
C -0.555 -0.907 1.066
C -0.656 -1.995 1.904
C -1.905 -2.758 1.877
C -1.984 -4.137 2.145
C -3.182 -4.828 2.052
C -4.352 -4.179 1.680
C -4.291 -2.820 1.384
C -3.100 -2.126 1.479
C 0.498 -2.353 2.714
C 1.769 -1.812 2.412
C 2.885 -2.114 3.166
C 2.804 -2.964 4.267
C 1.559 -3.483 4.602
C 0.434 -3.183 3.852
H -1.082 -4.682 2.388
H -3.196 -5.894 2.255
H -5.286 -4.723 1.601
H -5.184 -2.293 1.069
H -3.064 -1.074 1.221
H 1.847 -1.154 1.556
H 3.842 -1.680 2.892
H 3.685 -3.209 4.849
H 1.459 -4.124 5.472
H -0.523 -3.575 4.169
O 0.874 1.393 -3.941
S 0.213 2.371 -3.039
C 1.252 3.855 -3.106
C 0.640 4.785 -4.159
C -0.286 3.934 -5.034
C -1.087 3.113 -4.034
H 2.230 3.457 -3.373
H 1.290 4.312 -2.116
H 1.410 5.293 -4.742
H 0.051 5.545 -3.641
H 0.305 3.255 -5.654
H -0.925 4.533 -5.686
H -1.689 2.297 -4.424
H -1.688 3.740 -3.372
```

Calculated values
Total charge: -2
Frontier orbital gap (spin up / spin down), eV: 4.5264 / 4.5375
LUMO (spin up / spin down), eV: 4.1 / 4.1
Energy above the lowest of the compared OMol25 structures with the same formula, charge and spin, kcal per mole: 49.1